C28H40BN16Y | the ωB97M-V functional and the def2-TZVPD basis

XYZ file:
```
86
Properties=species:S:1:pos:R:3
Y -0.13362 0.08371 -0.00442
N -1.64942 1.31595 -1.58328
N -2.12341 -1.45494 0.33391
N -4.29164 -2.07213 -3.80469
N 4.55044 -0.14973 -0.80999
N 1.03221 0.21538 2.57022
N -1.50746 1.25296 1.89760
N 2.49631 -0.46406 0.02854
N -3.09520 -1.42921 -0.62335
N -4.15614 -1.23324 -2.84067
N 4.60219 -0.88529 0.29938
N -1.53127 -1.54271 -2.59317
N 1.41367 0.85407 -2.27142
N 3.12761 1.75284 -4.24976
N -0.40806 -1.58114 -1.80157
N 0.88670 2.42082 0.83370
N -2.69490 0.64018 -2.13777
C -0.04371 0.08775 3.57332
C 1.91546 1.37538 2.84469
C 0.95619 1.34043 -3.42298
C -3.37017 1.46252 -2.96604
C 2.12732 2.26806 1.62296
C -4.09580 -2.26415 -0.25168
C -6.36439 -1.22427 -3.27592
C 0.46712 -2.38580 -2.42411
C -6.13454 -2.95108 -5.20399
C -1.71109 2.57165 -2.06147
C -2.78688 2.70293 -2.93857
C -5.41809 -0.68864 -2.47854
C -1.70990 -2.68865 2.46265
C 1.81540 1.79192 -4.41903
C -5.63914 -2.10591 -4.12820
C -2.52937 -2.30719 1.27856
C -0.11125 3.27580 1.53056
C -1.17550 1.08282 3.33546
C 3.38001 -1.07856 0.79596
C -0.05229 -2.81132 -3.64670
C -3.78399 -2.83173 0.95301
C -1.51597 2.68241 1.50843
C 1.76078 -2.82856 -1.83113
C 3.27045 0.09089 -0.95994
C -0.75270 3.67094 -1.74630
C 3.60396 1.23936 -3.13321
C -1.30456 -2.25896 -3.71593
C 2.74021 0.77116 -2.13554
B -2.84544 -0.90219 -2.06263
H 2.89476 1.04758 3.19529
H 0.42221 -3.45488 -4.36779
H -5.59755 -2.73335 -6.13609
H 2.50275 3.23877 1.95878
H -5.89722 -4.00362 -4.99604
H -0.65209 -2.48827 2.29157
H 2.88409 1.83963 0.96899
H -4.96883 -2.43930 -0.85579
H -0.90549 2.05211 3.75276
H 2.59902 -2.23117 -2.19309
H 1.59112 -0.62327 2.65764
H -7.20415 -2.83687 -5.34812
H 4.67922 1.18495 -3.01632
H -0.42497 -0.92665 3.51339
H -2.04765 -2.35912 -4.47776
H 5.49168 -1.22244 0.63958
H -0.14839 4.27084 1.08715
H -2.04571 0.74009 3.89541
H 0.23047 3.29280 -1.48348
H -4.21623 1.14024 -3.54821
H 1.72301 -2.79000 -0.74666
H -5.50298 0.03135 -1.67949
H 1.48335 1.95933 3.65774
H -2.45320 0.90961 1.76275
H -4.36671 -3.53796 1.51972
H -3.09129 3.58516 -3.47600
H -7.42583 -1.03944 -3.28433
H 3.18445 -1.67863 1.67044
H 1.44446 2.19163 -5.35452
H -2.14440 3.27447 2.18028
H -2.05252 -2.17132 3.36034
H -1.13497 4.30489 -0.94430
H -1.93906 2.75097 0.50687
H 0.33212 0.23501 4.58994
H -0.64263 4.30500 -2.62424
H -1.83060 -3.75371 2.65187
H 0.20788 3.41606 2.56238
H -0.11503 1.36608 -3.56172
H 1.95145 -3.85820 -2.12828
H 1.16965 2.91291 -0.00573
```

Properties
Total charge: +3
E: -55228.443 eV
Expectation value of S²: 0.76
HOMO energy (spin up / spin down): -16.62 / -16.62 eV
LUMO level (spin up / spin down): -0.274 / -0.414 hartree
Spin multiplicity: 2
Relative energy (zero: lowest compared OMol25 entry of this formula, charge and spin): 2.2 kcal per mole
Orbital gap (spin up / spin down): 9.16 / 5.36 eV